Entry A
DFT (the ωB97M-V functional and the def2-TZVPD basis) results for 12 unconnected molecules or ions with the total composition C48H96O36.

ORCA input file:
```
! wB97M-V def2-TZVPD RIJCOSX def2/J DEFGRID3
* xyz 0 1
C 10.59 -2.33 1.82
C 9.59 -1.18 1.78
O 8.24 -1.62 1.61
C 7.18 -0.71 1.56
O 7.33 0.48 1.65
O 6.01 -1.43 1.43
C 4.76 -0.76 1.40
H 11.56 -1.87 2.00
H 10.49 -2.84 0.86
H 10.56 -3.11 2.58
H 9.83 -0.69 0.84
H 9.70 -0.44 2.58
H 3.97 -1.49 1.26
H 4.70 -0.12 0.52
H 4.66 -0.31 2.39
C 2.20 2.61 -0.27
C 1.83 1.19 0.02
O 0.55 0.85 -0.42
C 0.24 -0.45 -0.48
O 0.95 -1.41 -0.22
O -1.04 -0.47 -0.94
C -1.82 -1.64 -0.56
H 1.41 3.33 -0.09
H 2.52 2.61 -1.31
H 3.06 2.89 0.35
H 1.93 0.97 1.08
H 2.65 0.72 -0.54
H -1.59 -2.57 -1.07
H -2.82 -1.37 -0.88
H -1.82 -1.83 0.52
C 2.15 3.75 6.66
C 2.33 2.65 5.62
O 2.96 3.16 4.49
C 3.82 2.51 3.71
O 4.06 1.31 3.77
O 4.51 3.39 2.90
C 5.55 2.83 2.02
H 3.05 4.01 7.20
H 1.56 3.35 7.48
H 1.71 4.67 6.28
H 1.35 2.32 5.30
H 2.84 1.76 5.98
H 5.15 1.91 1.59
H 6.48 2.52 2.49
H 5.74 3.61 1.27
C 0.17 5.35 3.12
C -0.74 4.25 3.60
O -1.13 3.56 2.36
C -2.19 2.68 2.32
O -3.00 2.51 3.23
O -2.26 2.22 1.02
C -3.37 1.36 0.55
H -0.40 5.97 2.42
H 1.07 4.98 2.64
H 0.36 6.12 3.87
H -1.69 4.59 4.01
H -0.25 3.53 4.26
H -3.07 1.26 -0.49
H -4.28 1.93 0.69
H -3.49 0.41 1.08
C -4.73 -5.58 3.40
C -3.83 -4.33 3.49
O -2.66 -4.50 2.71
C -2.76 -4.55 1.42
O -3.80 -4.50 0.80
O -1.51 -4.53 0.87
C -0.24 -4.36 1.66
H -5.07 -5.84 2.40
H -5.64 -5.30 3.92
H -4.35 -6.42 3.98
H -3.53 -4.22 4.53
H -4.36 -3.45 3.11
H 0.53 -4.92 1.12
H -0.31 -4.85 2.62
H -0.06 -3.30 1.82
C 3.57 -3.80 -2.87
C 3.55 -2.28 -2.62
O 3.44 -1.67 -3.87
C 3.74 -0.36 -4.06
O 3.51 0.24 -5.11
O 4.40 0.22 -3.03
C 4.78 1.53 -3.06
H 2.75 -4.23 -3.43
H 3.77 -4.39 -1.98
H 4.41 -4.06 -3.53
H 4.41 -1.99 -2.02
H 2.71 -2.01 -1.98
H 4.23 2.01 -3.87
H 5.86 1.66 -3.17
H 4.51 2.03 -2.13
C -2.52 -7.08 -5.41
C -3.60 -6.07 -5.74
O -3.92 -5.19 -4.66
C -3.21 -4.08 -4.44
O -2.28 -3.64 -5.17
O -3.64 -3.48 -3.27
C -4.47 -4.14 -2.33
H -1.58 -6.55 -5.27
H -2.50 -7.92 -6.10
H -2.84 -7.52 -4.46
H -4.57 -6.45 -6.07
H -3.19 -5.44 -6.53
H -3.92 -4.97 -1.87
H -5.36 -4.55 -2.81
H -4.81 -3.39 -1.62
C 0.72 0.17 3.85
C -0.09 -1.03 3.43
O -1.44 -0.79 3.24
C -2.33 -0.82 4.22
O -2.08 -0.86 5.39
O -3.48 -0.83 3.64
C -4.68 -0.63 4.41
H 1.76 -0.04 3.63
H 0.53 0.31 4.92
H 0.31 1.02 3.30
H 0.12 -1.90 4.05
H 0.37 -1.16 2.45
H -4.77 -0.90 5.46
H -5.51 -1.11 3.88
H -4.91 0.44 4.47
C -1.60 3.02 -2.17
C -2.32 4.27 -1.93
O -2.90 4.78 -3.13
C -3.86 5.77 -3.20
O -4.34 6.11 -4.30
O -4.32 6.23 -2.04
C -5.48 7.02 -1.92
H -2.19 2.21 -2.60
H -1.22 2.61 -1.23
H -0.75 3.18 -2.83
H -1.61 4.98 -1.51
H -3.13 4.06 -1.24
H -6.43 6.56 -2.19
H -5.43 7.90 -2.57
H -5.47 7.46 -0.92
C -5.55 0.18 -5.35
C -5.39 -0.16 -3.89
O -6.55 0.15 -3.12
C -6.45 0.17 -1.76
O -5.54 -0.23 -1.01
O -7.64 0.60 -1.35
C -7.95 0.64 0.07
H -6.34 -0.42 -5.81
H -4.64 0.02 -5.93
H -5.88 1.21 -5.51
H -4.52 0.31 -3.42
H -5.15 -1.21 -3.74
H -8.35 -0.34 0.32
H -8.70 1.38 0.30
H -7.07 0.79 0.70
C 0.98 6.05 -0.69
C 0.75 7.53 -0.38
O 1.50 8.52 -1.16
C 2.89 8.46 -1.27
O 3.55 7.68 -0.67
O 3.28 9.55 -2.01
C 4.59 9.96 -2.08
H 0.64 5.79 -1.70
H 0.27 5.50 -0.08
H 1.97 5.63 -0.50
H 1.00 7.62 0.68
H -0.29 7.85 -0.29
H 5.07 9.81 -1.11
H 4.76 11.00 -2.33
H 5.16 9.33 -2.77
C -0.02 -5.10 -2.45
C 0.28 -6.58 -2.75
O 0.26 -7.34 -1.53
C 1.36 -7.41 -0.76
O 2.38 -6.71 -0.81
O 1.14 -8.39 0.11
C 2.11 -8.74 1.12
H 0.70 -4.67 -1.74
H -1.03 -5.04 -2.05
H -0.10 -4.41 -3.29
H 1.19 -6.71 -3.34
H -0.43 -7.00 -3.45
H 2.87 -9.36 0.63
H 1.53 -9.37 1.79
H 2.52 -7.85 1.60
*
```

Summary:
- HOMO energy (eV) = -10.5
- orbital gap (eV) = 10.850
- LUMO level (eV) = 0.399

***

Entry B
DFT (the ωB97M-V functional and the def2-TZVPD basis) results for 12 unconnected molecules or ions with the total composition C48H96O36.

ORCA input file:
```
! wB97M-V def2-TZVPD RIJCOSX def2/J DEFGRID3
* xyz 0 1
C -2.68 -0.12 -1.08
C -1.38 -0.34 -0.38
O -1.06 0.89 0.30
C 0.01 0.88 1.07
O 0.80 -0.02 1.14
O 0.12 2.05 1.70
C 1.45 2.43 2.08
H -3.46 0.27 -0.43
H -3.06 -1.00 -1.60
H -2.55 0.65 -1.85
H -0.58 -0.54 -1.10
H -1.32 -1.23 0.26
H 2.12 2.29 1.23
H 1.85 1.76 2.83
H 1.42 3.47 2.36
C -0.10 -4.26 -2.47
C 1.12 -4.49 -3.34
O 1.64 -3.19 -3.70
C 2.59 -3.18 -4.63
O 2.87 -4.10 -5.35
O 3.19 -2.00 -4.63
C 4.24 -1.84 -5.59
H -0.03 -3.25 -2.07
H -0.19 -5.05 -1.73
H -1.02 -4.31 -3.06
H 0.93 -5.07 -4.24
H 1.91 -4.99 -2.77
H 4.37 -0.78 -5.77
H 4.01 -2.41 -6.49
H 5.16 -2.21 -5.14
C -8.32 3.55 -6.48
C -8.36 2.72 -5.23
O -7.02 2.47 -4.77
C -6.49 1.28 -5.09
O -7.02 0.41 -5.71
O -5.26 1.23 -4.58
C -4.57 0.02 -4.82
H -7.96 4.56 -6.29
H -9.29 3.59 -6.97
H -7.66 3.07 -7.20
H -8.89 1.78 -5.39
H -8.88 3.16 -4.38
H -5.15 -0.84 -4.46
H -3.67 0.00 -4.21
H -4.33 -0.11 -5.87
C 2.87 4.29 -1.89
C 3.77 4.76 -3.03
O 4.07 3.70 -3.92
C 5.19 3.02 -3.73
O 5.96 3.13 -2.81
O 5.29 2.08 -4.66
C 6.51 1.37 -4.68
H 3.41 3.59 -1.26
H 2.00 3.79 -2.31
H 2.53 5.17 -1.33
H 4.61 5.32 -2.62
H 3.17 5.45 -3.62
H 6.58 0.84 -5.63
H 6.56 0.62 -3.89
H 7.39 2.01 -4.62
C -5.43 -1.63 7.70
C -4.30 -1.86 6.72
O -4.84 -1.72 5.41
C -3.93 -1.71 4.43
O -2.77 -1.97 4.57
O -4.58 -1.49 3.30
C -3.85 -1.35 2.09
H -6.39 -1.94 7.29
H -5.58 -0.55 7.82
H -5.27 -2.10 8.67
H -3.93 -2.88 6.83
H -3.46 -1.17 6.86
H -3.44 -0.33 2.07
H -4.53 -1.36 1.25
H -3.01 -2.02 2.00
C -3.51 -6.10 0.17
C -2.88 -4.81 0.56
O -2.23 -5.03 1.83
C -1.30 -4.14 2.16
O -1.00 -3.17 1.51
O -0.76 -4.48 3.31
C 0.13 -3.53 3.90
H -3.92 -6.08 -0.84
H -4.29 -6.42 0.86
H -2.70 -6.84 0.15
H -3.57 -3.98 0.73
H -2.18 -4.46 -0.19
H -0.43 -2.62 4.17
H 0.94 -3.29 3.22
H 0.35 -3.90 4.90
C -1.66 5.62 2.81
C -0.40 6.32 2.34
O 0.29 6.92 3.46
C 1.45 6.38 3.81
O 2.02 5.48 3.25
O 1.93 7.07 4.83
C 3.21 6.64 5.30
H -2.36 6.32 3.27
H -1.40 4.90 3.58
H -2.12 5.13 1.95
H -0.60 7.15 1.66
H 0.25 5.62 1.82
H 3.11 5.66 5.79
H 3.52 7.32 6.09
H 3.97 6.59 4.53
C -2.91 -3.04 -6.79
C -1.92 -3.24 -5.65
O -0.83 -2.34 -5.80
C -0.69 -1.40 -4.87
O -1.50 -1.14 -4.02
O 0.46 -0.78 -5.09
C 0.77 0.31 -4.25
H -3.16 -1.98 -6.81
H -3.82 -3.59 -6.54
H -2.54 -3.38 -7.75
H -1.52 -4.26 -5.71
H -2.40 -3.20 -4.68
H -0.10 0.94 -4.05
H 1.55 0.89 -4.73
H 1.13 0.02 -3.25
C 3.07 -1.13 3.60
C 1.88 -0.52 4.27
O 2.28 0.52 5.17
C 1.48 0.93 6.13
O 0.47 0.39 6.51
O 1.99 2.06 6.64
C 1.08 2.94 7.32
H 3.60 -0.34 3.06
H 2.68 -1.78 2.81
H 3.73 -1.68 4.26
H 1.18 -1.21 4.73
H 1.22 -0.04 3.53
H 1.71 3.57 7.95
H 0.43 2.37 7.99
H 0.57 3.53 6.56
C -9.08 -0.29 -3.02
C -7.66 -0.39 -2.52
O -7.13 -1.61 -3.06
C -6.03 -2.09 -2.48
O -5.47 -1.63 -1.52
O -5.67 -3.20 -3.12
C -4.46 -3.78 -2.68
H -9.10 -0.22 -4.11
H -9.59 0.56 -2.58
H -9.64 -1.18 -2.74
H -7.61 -0.44 -1.43
H -7.07 0.46 -2.87
H -4.13 -4.57 -3.35
H -4.56 -4.28 -1.71
H -3.67 -3.04 -2.57
C 6.96 1.62 9.02
C 6.38 2.73 8.16
O 5.83 2.11 6.99
C 5.49 2.94 6.01
O 5.69 4.12 5.99
O 4.94 2.22 5.04
C 4.58 2.90 3.86
H 7.41 2.06 9.91
H 7.75 1.11 8.49
H 6.17 0.92 9.28
H 7.10 3.49 7.88
H 5.60 3.22 8.75
H 3.71 2.42 3.38
H 5.35 2.83 3.09
H 4.17 3.89 4.05
C 8.52 -3.79 -2.98
C 7.05 -3.51 -2.80
O 6.96 -2.21 -2.22
C 5.73 -1.79 -1.92
O 4.72 -2.44 -2.03
O 5.83 -0.58 -1.40
C 4.57 0.05 -1.10
H 9.05 -3.84 -2.03
H 8.94 -2.89 -3.43
H 8.71 -4.63 -3.64
H 6.52 -4.25 -2.20
H 6.53 -3.49 -3.77
H 3.99 0.08 -2.02
H 4.80 1.04 -0.75
H 4.00 -0.59 -0.42
*
```

Summary:
- HOMO energy (eV) = -10.4
- orbital gap (eV) = 10.953
- LUMO level (eV) = 0.560

***

Q: Which of them is the most stable? A: entry B.

***

Entry A
DFT (the ωB97M-V functional and the def2-TZVPD basis) results for 2 unconnected molecules or ions with the total composition C2H3F2I.

ORCA input file:
```
! wB97M-V def2-TZVPD RIJCOSX def2/J DEFGRID3
* xyz 0 1
C 0.59 -0.54 0.35
C -0.58 0.20 -0.42
F 0.14 -1.85 0.47
F -0.44 -0.01 -1.72
I -2.47 0.62 0.30
H 0.69 -0.10 1.24
H 1.47 -0.61 -0.34
H 0.61 2.29 0.12
*
```

Summary:
- HOMO energy (alpha / beta) (eV) = -8.5 / -10.2
- orbital gap (alpha / beta) (eV) = 7.667 / 9.881
- LUMO level (alpha / beta) (eV) = -0.817 / -0.307

***

Entry B
DFT (the ωB97M-V functional and the def2-TZVPD basis) results for 2 unconnected molecules or ions with the total composition C2H3F2I.

ORCA input file:
```
! wB97M-V def2-TZVPD RIJCOSX def2/J DEFGRID3
* xyz 0 1
C 0.64 0.25 0.37
C -0.56 -0.27 -0.31
F 0.31 0.33 1.69
F -0.87 -1.51 0.12
I -2.29 0.92 -0.43
H 0.93 1.22 0.09
H 1.55 -0.25 0.40
H 0.28 -0.68 -1.93
*
```

Summary:
- HOMO energy (eV) = -9.6
- orbital gap (eV) = 9.070
- LUMO level (eV) = -0.566

***

Q: Which of them is the most stable? A: entry B.

***

Entry A
DFT (the ωB97M-V functional and the def2-TZVPD basis) results for a single C3H4BN molecule.

ORCA input file:
```
! wB97M-V def2-TZVPD RIJCOSX def2/J DEFGRID3
* xyz 0 1
B -0.20 -0.06 -0.01
C 2.36 -0.09 -0.09
C -1.67 0.45 0.05
C 1.08 -0.63 0.00
N 3.44 0.31 -0.16
H -1.74 1.26 0.77
H 1.11 -1.72 -0.06
H -2.33 -0.33 0.40
H -2.05 0.83 -0.90
*
```

Summary:
- HOMO energy (eV) = -9.1
- orbital gap (eV) = 9.149
- LUMO level (eV) = 0.044

***

Entry B
DFT (the ωB97M-V functional and the def2-TZVPD basis) results for 2 unconnected molecules or ions with the total composition C3H4BN.

ORCA input file:
```
! wB97M-V def2-TZVPD RIJCOSX def2/J DEFGRID3
* xyz 0 1
B 1.66 -1.15 0.20
C -0.60 1.05 0.80
C -2.19 0.82 -1.22
C -1.42 0.93 -0.27
N 0.16 1.20 1.68
H 2.25 -0.44 -0.36
H 0.49 -1.08 0.21
H -2.61 0.33 -2.01
H 2.25 -1.66 0.96
*
```

Summary:
- HOMO energy (eV) = -11.1
- orbital gap (eV) = 10.979
- LUMO level (eV) = -0.150

***

Q: Which of them is the most stable? A: entry A.